{"formula": "C35H31GeN3PTl", "method": "ωB97M-V/def2-TZVPD", "species": ["Tl", "C", "P", "C", "C", "C", "C", "C", "C", "C", "C", "C", "C", "C", "C", "H", "H", "H", "H", "H", "H", "H", "H", "H", "H", "H", "H", "H", "N", "C", "C", "C", "C", "C", "C", "C", "N", "C", "C", "N", "C", "H", "H", "H", "H", "H", "H", "H", "Ge", "C", "C", "C", "C", "C", "C", "C", "C", "C", "C", "C", "C", "H", "H", "H", "H", "H", "H", "H", "H", "H", "H", "H"], "xyz": [[-1.209967, 0.241181, 0.278425], [-1.210304, -0.765443, -3.505406], [-0.218311, -0.661760, -1.999962], [1.397193, 0.019750, -2.391376], [2.517633, -0.794003, -2.551875], [3.740216, -0.221710, -2.872151], [3.842435, 1.152073, -3.042059], [2.724280, 1.964116, -2.891983], [1.503778, 1.401962, -2.557906], [-0.019007, -2.314913, -1.316795], [0.741232, -2.439972, -0.147968], [0.836309, -3.661319, 0.497844], [0.166241, -4.764678, -0.016836], [-0.594365, -4.644332, -1.170208], [-0.696257, -3.421512, -1.819736], [-0.726501, -1.438906, -4.214411], [-1.278470, 0.225943, -3.951846], [-2.213636, -1.123371, -3.275876], [2.439518, -1.866783, -2.427770], [4.610694, -0.850405, -3.000955], [4.796245, 1.590947, -3.303443], [2.802124, 3.032701, -3.044807], [0.634980, 2.040335, -2.434315], [1.306824, -1.590239, 0.228806], [1.440551, -3.758887, 1.389684], [0.245501, -5.722334, 0.479904], [-1.108261, -5.506459, -1.572991], [-1.297470, -3.344417, -2.716102], [9.242572, 3.349801, 1.149706], [8.102389, 3.249239, 1.067065], [6.673798, 3.120805, 0.965615], [5.994168, 3.759424, -0.069591], [4.621718, 3.623794, -0.176643], [3.945953, 2.862112, 0.763598], [4.605892, 2.235915, 1.808161], [5.981453, 2.359686, 1.903806], [2.522012, 2.719502, 0.647673], [1.611242, 3.729989, 0.447721], [0.393032, 3.134906, 0.374238], [0.551932, 1.772001, 0.522447], [1.847236, 1.561433, 0.684290], [6.545029, 4.351421, -0.786912], [4.081736, 4.098347, -0.985141], [4.050894, 1.679711, 2.552141], [6.519933, 1.884213, 2.711436], [1.910428, 4.762565, 0.409454], [-0.570922, 3.596547, 0.241440], [2.340028, 0.609685, 0.796893], [-2.998388, -0.805255, 2.049789], [-4.186718, 0.594787, 2.561584], [-3.824104, 1.457939, 3.597421], [-4.695368, 2.453267, 4.006480], [-5.930606, 2.590085, 3.383962], [-6.299100, 1.732114, 2.355795], [-5.429668, 0.735715, 1.941884], [-3.528174, -2.251881, 0.899832], [-3.298182, -3.562621, 1.315708], [-3.698065, -4.628410, 0.520968], [-4.316518, -4.391731, -0.697885], [-4.538318, -3.087791, -1.128070], [-4.147692, -2.023944, -0.331814], [-1.975038, -1.218441, 3.109704], [-2.869843, 1.346217, 4.100528], [-4.420334, 3.114023, 4.817132], [-6.613410, 3.363155, 3.709696], [-7.267280, 1.833855, 1.884966], [-5.735919, 0.055453, 1.155482], [-2.817722, -3.762526, 2.266746], [-3.535455, -5.643202, 0.858827], [-4.637749, -5.223329, -1.311086], [-5.034353, -2.905340, -2.072365], [-4.345730, -1.010798, -0.670566]], "atomic_forces_ev_per_a": [[0.0, 0.0, 0.0], [0.0, 0.0, 0.0], [0.0, 0.0, 0.1], [0.0, 0.0, -0.1], [0.0, 0.0, 0.0], [0.0, 0.0, 0.0], [0.0, 0.0, 0.0], [0.0, 0.0, 0.0], [0.0, 0.0, -0.1], [0.0, 0.0, 0.0], [0.0, 0.0, 0.0], [0.0, 0.0, 0.0], [0.0, 0.0, 0.0], [0.0, 0.0, 0.0], [0.0, 0.0, 0.0], [0.0, 0.0, 0.0], [0.0, 0.0, 0.0], [0.0, 0.0, 0.0], [0.0, 0.0, 0.0], [0.0, 0.0, 0.0], [0.0, 0.0, 0.0], [0.0, 0.0, 0.0], [0.0, 0.0, 0.0], [0.0, 0.0, 0.0], [0.0, 0.0, 0.0], [0.0, 0.0, 0.0], [0.0, 0.0, 0.0], [0.0, 0.0, 0.0], [0.0, 0.0, 0.0], [0.0, 0.0, 0.0], [0.0, 0.0, 0.0], [0.0, 0.0, 0.0], [0.0, 0.0, 0.0], [-0.1, 0.0, 0.0], [0.0, 0.0, 0.0], [0.0, 0.0, 0.0], [0.0, 0.0, 0.0], [0.0, 0.0, 0.0], [0.0, 0.0, 0.0], [0.0, 0.0, 0.1], [0.0, 0.0, -0.1], [0.0, 0.0, 0.0], [0.0, 0.0, 0.0], [0.0, 0.0, 0.0], [0.0, 0.0, 0.0], [0.0, 0.0, 0.0], [0.0, 0.0, 0.0], [0.0, 0.0, 0.0], [0.0, -0.1, 0.1], [-0.1, 0.0, -0.1], [0.1, 0.0, 0.0], [-0.1, 0.0, 0.0], [0.0, 0.0, 0.0], [0.0, 0.0, 0.0], [0.0, -0.1, 0.0], [0.0, 0.0, 0.0], [0.0, 0.0, 0.1], [0.0, 0.0, 0.0], [0.0, 0.0, 0.0], [0.0, 0.0, 0.0], [0.0, 0.1, 0.0], [0.0, 0.0, 0.0], [0.0, 0.0, 0.0], [0.0, 0.0, 0.0], [0.0, 0.0, 0.0], [0.0, 0.0, 0.0], [0.0, 0.0, 0.0], [0.0, 0.0, 0.0], [0.0, 0.0, 0.0], [0.0, 0.0, 0.0], [0.0, 0.0, 0.0], [0.0, 0.0, 0.0]], "gap_ev": 7.49, "molar_mass_g_mol": 801.62, "e_above_lowest_kcal_mol": 0.0, "homo_energy_ev": -13.978, "e_lumo_ev": -6.492, "charge": 2}

***

{"formula": "C35H31IrN4PS", "method": "ωB97M-V/def2-TZVPD", "species": ["Ir", "N", "N", "C", "N", "S", "H", "H", "H", "H", "H", "C", "C", "C", "C", "C", "C", "P", "C", "C", "C", "C", "C", "C", "C", "C", "C", "C", "C", "C", "C", "C", "C", "C", "H", "H", "H", "H", "H", "H", "H", "H", "H", "H", "H", "H", "H", "H", "H", "H", "C", "C", "C", "C", "C", "C", "N", "C", "C", "C", "C", "C", "C", "H", "H", "H", "H", "H", "H", "H", "H", "H", "H"], "xyz": [[-13.776666, -13.513477, 1.744503], [-14.254748, -11.900536, 0.286781], [-13.946453, -10.592778, 0.758726], [-14.079658, -10.364184, 2.099154], [-14.258207, -9.131987, 2.636729], [-13.773191, -11.594948, 3.204024], [-13.769507, -12.075942, -0.627242], [-15.269867, -12.003322, 0.130842], [-14.322183, -9.885933, 0.134818], [-14.359363, -8.335832, 2.063807], [-14.033356, -8.938648, 3.626758], [-18.939754, -11.046735, 1.850014], [-18.507108, -11.919425, 0.834335], [-17.574408, -12.840319, 1.164601], [-17.037073, -12.970604, 2.473898], [-17.539640, -12.162909, 3.478531], [-18.451229, -11.166964, 3.138723], [-15.632134, -14.045930, 2.804471], [-15.678105, -14.469342, 4.538473], [-15.716272, -13.619568, 5.629990], [-15.983654, -14.145218, 6.928515], [-15.853028, -15.487046, 7.196265], [-15.576062, -16.342676, 6.126552], [-15.485927, -15.856320, 4.816245], [-16.173532, -15.499782, 1.802714], [-16.884675, -16.602547, 2.296719], [-17.198037, -17.607938, 1.371957], [-16.774261, -17.564736, 0.073290], [-15.869641, -16.583312, -0.341401], [-15.320099, -16.623518, -1.654900], [-14.337200, -15.695667, -1.947914], [-13.896347, -14.778918, -1.031063], [-14.414477, -14.695189, 0.216064], [-15.480218, -15.534974, 0.581889], [-19.571350, -10.229785, 1.611356], [-18.814589, -11.885065, -0.184634], [-17.154754, -13.428380, 0.323498], [-17.386342, -12.362466, 4.536983], [-18.871283, -10.536453, 3.914165], [-15.491676, -12.584770, 5.469559], [-16.240698, -13.436963, 7.757277], [-16.098432, -15.912642, 8.142451], [-15.394712, -17.422898, 6.240177], [-15.230752, -16.529485, 3.967528], [-17.394948, -16.533569, 3.302837], [-17.748690, -18.506292, 1.660224], [-17.020061, -18.353424, -0.643632], [-15.728128, -17.380422, -2.395288], [-13.777068, -15.725406, -2.928135], [-13.139590, -14.059935, -1.348514], [-10.063646, -10.465722, -0.497690], [-9.925002, -10.591748, 0.906004], [-10.519714, -11.597319, 1.603220], [-11.090610, -12.670687, 0.882642], [-10.816071, -12.715986, -0.511306], [-10.416354, -11.609822, -1.198205], [-11.788237, -13.736268, 1.529664], [-11.030922, -14.819790, 1.988364], [-9.684893, -14.706006, 2.385721], [-8.946222, -15.836908, 2.725627], [-9.507463, -17.151432, 2.671757], [-10.765037, -17.299851, 2.182279], [-11.510941, -16.125572, 1.922013], [-9.843078, -9.552093, -0.983097], [-9.337070, -9.784250, 1.376221], [-10.550787, -11.534958, 2.685995], [-10.946835, -13.656615, -1.029608], [-10.516892, -11.647758, -2.278136], [-9.215543, -13.732333, 2.455689], [-7.914775, -15.648269, 2.910444], [-8.884298, -18.060011, 2.992460], [-11.187732, -18.290143, 2.016605], [-12.532080, -16.224849, 1.616328]], "atomic_forces_ev_per_a": [[1.1, 2.5, -0.8], [0.3, 0.1, -0.8], [-1.2, 0.6, -0.1], [1.0, 0.7, 1.1], [0.4, -1.4, -0.2], [0.0, -0.4, 0.8], [-0.3, 0.4, 1.1], [0.3, 0.1, 0.0], [0.2, 0.2, 0.1], [-0.1, 0.9, -0.7], [-0.3, -0.6, -1.0], [0.7, -0.2, -0.5], [-0.4, 1.0, 1.2], [2.3, -1.3, -0.3], [-0.1, 0.7, -0.4], [-0.8, 0.2, 0.2], [-0.6, -0.2, 0.1], [-2.9, -2.5, -0.4], [1.4, -1.6, 0.6], [-0.6, -0.5, 1.0], [0.5, 1.8, 0.1], [-0.8, -0.5, -1.4], [0.6, -0.5, -1.2], [0.0, 0.0, 0.0], [2.5, 1.7, 0.6], [-3.0, -2.0, -0.1], [-0.7, 0.1, 3.5], [0.8, -0.1, -2.1], [0.2, 0.3, -1.2], [-2.2, -1.7, 1.0], [2.8, 1.4, -2.0], [1.3, 0.2, -3.4], [-1.4, -0.3, 3.9], [-0.7, -1.6, -0.8], [-0.8, 0.5, -0.1], [-0.5, 0.3, -0.5], [-0.3, 0.0, 0.8], [0.4, 0.2, -0.4], [0.1, 0.0, 0.0], [-0.5, 0.6, 0.2], [0.5, -0.7, -0.9], [0.2, 0.0, 0.7], [-0.2, 0.7, 0.3], [-0.4, 0.4, 1.0], [0.8, -0.4, -1.4], [-0.1, 0.5, 0.3], [0.0, 0.2, 0.4], [0.8, 1.1, 1.0], [-1.0, 0.0, 1.1], [0.1, -0.3, 0.0], [0.2, -1.5, 1.1], [0.7, 2.3, -1.4], [-0.8, -0.9, 0.2], [1.2, 0.8, -0.3], [-1.2, -1.6, 1.6], [-0.4, 1.1, -0.5], [1.6, -1.7, -0.2], [0.5, 0.1, -0.3], [0.8, -0.3, 0.3], [-1.2, 0.3, -0.6], [2.6, -0.3, 0.6], [-1.4, 1.0, -0.1], [-0.9, -1.3, -0.1], [0.5, 0.7, -0.4], [-0.7, -0.5, 0.2], [0.0, -0.3, -0.1], [-0.4, 0.0, -0.1], [0.5, 0.2, 0.0], [0.1, -0.1, -0.1], [0.6, -0.3, 0.5], [-1.0, 1.6, -0.6], [-0.1, 0.4, 0.1], [-0.5, -0.2, -0.3]], "gap_ev": [4.43, 5.51], "molar_mass_g_mol": 762.92, "e_above_lowest_kcal_mol": 0.0, "homo_energy_ev": [-9.961, -13.711], "e_lumo_ev": [-5.531, -8.198], "s2": 8.8218, "charge": 2, "spin_multiplicity": 6}

***

{"formula": "C35H33BaBr2F5N5O3S2", "method": "ωB97M-V/def2-TZVPD", "species": ["Ba", "Br", "C", "C", "C", "N", "C", "C", "C", "C", "C", "Br", "C", "C", "N", "H", "H", "H", "H", "H", "H", "N", "C", "O", "C", "C", "H", "H", "H", "H", "H", "H", "C", "C", "N", "C", "C", "N", "C", "C", "H", "H", "H", "H", "H", "H", "H", "H", "H", "H", "H", "H", "H", "C", "O", "C", "S", "S", "H", "H", "H", "F", "C", "C", "F", "C", "F", "C", "O", "C", "F", "C", "F", "C", "C", "C", "C", "C", "C", "C", "C", "H", "H", "H", "H", "H"], "xyz": [[-0.336693, 1.441675, -0.319906], [6.843311, 1.800578, -0.365754], [5.041199, 1.261632, -0.199557], [4.317290, 0.920964, -1.325583], [2.990856, 0.557458, -1.143581], [2.406891, 0.519994, 0.050252], [3.115845, 0.861039, 1.124276], [4.450618, 1.237662, 1.051421], [2.366254, 0.892253, 2.414178], [2.979095, 0.580908, 3.620689], [2.208671, 0.670909, 4.768778], [2.983584, 0.232984, 6.439846], [0.893799, 1.079082, 4.701227], [0.374569, 1.368219, 3.443710], [1.085538, 1.253869, 2.326954], [4.752311, 0.962123, -2.313262], [2.358171, 0.304097, -1.989729], [4.994401, 1.552136, 1.930284], [4.012732, 0.269221, 3.664093], [0.279804, 1.188202, 5.583034], [-0.640373, 1.737766, 3.341202], [-5.279299, -0.867470, 2.002551], [-4.048419, -0.545834, 2.483236], [-3.396100, -1.402061, 3.092406], [-3.601325, 0.853182, 2.173021], [-3.117183, 1.007049, 0.691323], [-5.677666, -1.761086, 2.226656], [-5.825348, -0.177747, 1.518447], [-2.813737, 1.111951, 2.886796], [-4.453171, 1.507703, 2.411522], [-3.301434, 2.068475, 0.457692], [-3.830186, 0.460675, 0.047962], [-0.745641, -3.245712, 2.363906], [-0.233769, -1.809654, 2.125906], [-0.257623, -1.515466, 0.697598], [0.755532, -2.310445, 0.014205], [0.564904, -3.809783, 0.347935], [-0.766853, -3.943269, 1.026893], [-1.824884, -3.333520, 0.141432], [-1.595279, -1.817026, 0.180366], [-1.767652, -3.232541, 2.739822], [-0.103191, -3.833292, 3.020209], [0.785209, -1.682802, 2.498254], [-0.899255, -1.124833, 2.646669], [1.740655, -1.980759, 0.342106], [0.664570, -2.124691, -1.057045], [1.314838, -4.200674, 1.035748], [0.534740, -4.433718, -0.544827], [-0.974478, -4.925977, 1.172816], [-2.796386, -3.614564, 0.546219], [-1.692417, -3.764073, -0.852247], [-2.306968, -1.331441, 0.827517], [-1.704767, -1.398975, -0.818535], [-3.120508, 2.734430, 5.161367], [-2.140129, 3.027810, 4.178706], [-2.483174, 3.832760, 3.121382], [-4.035768, 4.434665, 3.001727], [-1.189047, 4.096874, 2.062089], [-2.616057, 2.094751, 5.886519], [-3.975202, 2.215888, 4.725572], [-3.481522, 3.645592, 5.639285], [4.622571, 5.381353, -5.067914], [3.748906, 4.781514, -4.234828], [2.533515, 4.313370, -4.702542], [2.228561, 4.462216, -6.002355], [1.640514, 3.694653, -3.850406], [0.478938, 3.251537, -4.355957], [1.895523, 3.518193, -2.474150], [1.094807, 2.900867, -1.680969], [3.150965, 4.000738, -2.046603], [3.505789, 3.824392, -0.756939], [4.050656, 4.614636, -2.895470], [5.235527, 5.044339, -2.426636], [-0.348689, -0.592321, -2.500640], [-0.543500, -1.389959, -3.416729], [-0.761417, -2.320853, -4.484162], [0.240656, -2.595796, -5.423742], [0.033401, -3.513994, -6.440381], [-1.178685, -4.183278, -6.550968], [-2.185290, -3.916463, -5.632156], [-1.981234, -2.998626, -4.613909], [1.182347, -2.068659, -5.343046], [0.823599, -3.705330, -7.156547], [-1.339636, -4.897554, -7.348592], [-3.140170, -4.422198, -5.713668], [-2.771539, -2.779942, -3.906470]], "atomic_forces_ev_per_a": [[-0.7, 0.0, 0.5], [0.0, 0.0, 0.0], [0.0, 0.0, 0.0], [0.0, 0.0, 0.0], [0.0, 0.0, 0.0], [0.0, 0.0, -0.1], [0.0, 0.1, 0.0], [0.0, 0.0, 0.0], [0.0, 0.0, 0.0], [0.0, 0.0, 0.0], [0.0, 0.0, 0.0], [0.0, 0.0, 0.0], [0.0, 0.0, 0.0], [0.0, 0.0, 0.0], [0.1, 0.0, -0.1], [0.0, 0.0, 0.0], [0.0, 0.0, 0.0], [0.0, 0.0, 0.0], [0.0, 0.0, 0.0], [0.0, 0.0, 0.0], [0.1, -0.1, 0.0], [-0.1, 0.0, 0.0], [0.1, 0.0, 0.0], [0.2, 0.0, -0.1], [0.0, -0.1, 0.0], [0.0, 0.0, 0.2], [0.0, 0.0, 0.0], [0.0, 0.0, 0.0], [0.0, -0.1, -0.1], [0.1, 0.0, 0.0], [0.0, 0.0, 0.0], [0.0, 0.0, 0.0], [0.0, 0.0, 0.0], [0.0, 0.0, 0.0], [0.0, 0.0, 0.0], [0.0, 0.0, 0.0], [0.0, 0.0, 0.0], [0.0, 0.0, 0.0], [0.1, 0.0, 0.1], [0.0, -0.1, -0.2], [0.0, 0.0, 0.0], [0.0, 0.0, 0.0], [0.0, 0.0, 0.0], [0.0, 0.1, 0.0], [0.0, 0.0, 0.0], [0.0, 0.0, 0.0], [0.0, 0.0, 0.0], [0.0, 0.0, 0.0], [0.0, 0.0, 0.0], [0.0, 0.0, 0.0], [0.0, 0.0, 0.0], [-0.2, 0.2, 0.1], [0.0, 0.0, 0.0], [0.0, 0.0, 0.1], [0.0, 0.1, 0.1], [-0.1, 0.0, -0.1], [0.1, 0.0, 0.0], [0.1, -0.1, -0.1], [0.0, 0.0, 0.0], [0.0, 0.0, 0.0], [0.0, 0.0, 0.0], [0.0, 0.0, 0.0], [0.0, 0.0, 0.0], [0.0, 0.0, 0.0], [0.0, 0.0, 0.0], [0.0, 0.1, 0.0], [0.0, 0.0, 0.0], [0.1, -0.3, 0.1], [0.2, 0.4, -0.3], [0.1, 0.0, -0.1], [0.0, 0.1, 0.0], [0.0, 0.0, 0.0], [0.0, 0.0, 0.0], [0.1, 0.1, 0.0], [0.1, -0.1, 0.0], [0.0, 0.0, 0.0], [0.0, 0.0, 0.0], [0.0, 0.0, 0.0], [0.0, 0.0, 0.0], [0.0, 0.0, 0.0], [0.0, 0.0, 0.0], [0.0, 0.0, 0.0], [0.0, 0.0, 0.0], [0.0, 0.0, 0.0], [0.0, 0.0, 0.0], [0.0, 0.0, 0.0]], "gap_ev": 4.60, "molar_mass_g_mol": 1027.94, "e_above_lowest_kcal_mol": 4.9, "homo_energy_ev": -3.575, "e_lumo_ev": 1.021, "charge": -1}